[1]
The following is a DFT calculation (ωB97M-V/def2-TZVPD) of a molecular structure, C42H49FN7O8ReS.

```
! wB97M-V def2-TZVPD RIJCOSX def2/J DEFGRID3
* xyz 3 4
H -3.2477 0.4885 -5.4184
C 5.1251 2.3460 -3.4658
H 4.3460 3.0488 -3.2078
H -4.0714 -2.2577 2.4180
H -6.8983 -3.3493 2.0106
N -6.4029 -1.6673 0.9145
H -3.3190 -4.3391 1.1158
C -3.7753 -2.3735 -3.7816
S -1.9522 -0.5206 2.4403
O -4.1372 1.1567 0.0927
H -0.7639 0.0257 4.3525
C 5.8235 -0.3727 -0.3597
C -5.7591 1.7281 3.8545
H 5.3984 2.3460 -4.5104
H 7.2089 1.9600 -2.7697
C 4.5013 0.0071 -0.6067
C -6.1827 0.7016 3.0317
H 0.3214 -0.2292 2.9369
N -2.5454 2.2772 -2.0604
N 9.8401 -2.6274 0.6784
C 8.5874 -0.5054 0.6098
H -4.1667 -3.3751 -3.9266
C 5.1808 1.0402 -2.7415
N -2.4306 3.2702 0.6519
C 1.8596 0.8243 -1.1084
H -4.4893 3.4462 3.9682
C -4.2461 2.4764 2.0810
H 3.0669 -1.4083 2.1008
H -6.3512 -1.9912 2.9898
H -3.5816 4.0420 -1.6728
H -4.6926 -3.8233 2.8935
O 1.2215 -0.1708 0.9469
H -3.2966 4.4222 2.0875
H -1.4209 5.4628 -1.6658
H 10.6780 -0.7779 0.0729
C -1.6056 4.4046 0.1897
H -0.4154 -1.6306 3.7767
H -0.6193 4.3009 0.6414
O -1.8081 0.8111 1.7231
C -0.5412 -0.5906 3.4852
C -4.1616 -3.7087 0.8326
H -7.1508 1.2562 5.4304
C -2.9063 0.2171 -3.3324
H 9.2177 -3.2996 0.2248
O 0.1875 1.3596 -2.6770
H 6.5720 -0.1238 -1.0941
H -6.5686 2.9205 5.4542
C -3.4210 -1.9824 -2.4741
C 2.0902 0.0983 0.1238
O -2.3229 -0.4117 -1.1052
C 0.5298 1.3130 -1.5127
C 6.1859 -1.0836 0.7792
C -6.1686 -2.5440 2.0750
C -3.7828 -2.8767 -1.4208
H -4.9000 -1.4370 -6.6228
C -3.6577 -1.5384 -4.8725
C -2.7197 1.6383 -3.1597
H -6.6739 -2.1518 0.0678
N 4.1673 0.7258 -1.7569
C 3.8407 -1.1050 1.4080
H -3.2074 -1.7686 -6.9624
O -3.1442 -0.4881 3.2584
H -4.8955 -4.3432 0.3307
C -4.7263 -3.0705 2.1058
C 2.8814 1.0680 -1.9709
O -1.9012 -1.6092 1.4801
H 8.9505 0.0576 1.4776
H 8.2345 0.2283 -0.1053
H 7.3896 -3.1771 2.1416
C -3.2607 -0.2286 -4.6039
C -4.0199 -1.9731 -6.2658
H -2.0582 5.3289 0.5486
C 5.1385 -1.4603 1.6388
C 9.7264 -1.2972 -0.0277
H 10.0271 -1.7006 2.5450
F 5.4007 -2.1920 2.7426
H -5.5140 1.6132 5.9776
C 3.4923 -0.3430 0.2963
H -6.0594 -0.0936 -0.2761
H 9.6672 -3.4253 2.6371
N -3.6603 -2.7218 -0.1439
H -4.3099 -3.7764 -1.7330
H 6.0901 2.6326 -1.4964
C -6.0800 -0.4239 0.7587
H 10.7899 -2.9931 0.5966
H 7.7007 -1.7446 3.1200
C -4.8142 2.6203 3.3438
C -2.6161 3.7565 -2.0989
H -0.5390 3.9442 -1.6463
C -1.4678 4.4227 -1.3447
H 9.5467 -1.5060 -1.0801
C -3.2775 3.4451 1.6048
H -6.9672 0.0437 3.3850
H -3.0499 -1.9871 0.2540
C 9.4289 -2.5012 2.1156
H -4.2366 -3.0385 -6.3030
Re -2.1526 1.4188 -0.2219
C 6.1904 2.1091 -2.4378
C -5.6890 0.5561 1.7273
C -2.8545 -0.7007 -2.2533
H 5.5180 0.1734 -3.2980
H 2.6852 1.5729 -2.9071
C 7.9245 -2.2296 2.1660
H -2.6070 4.0777 -3.1401
N 7.5335 -1.4292 1.0016
C -4.6733 1.4148 1.2609
O -0.2286 1.7752 -0.5223
H -2.8183 2.2326 -4.0669
C -6.2831 1.8883 5.2547
*
```

<S²>   3.7673
Kohn-Sham gap (alpha / beta)   6.92 / 6.73 eV
ΔE to the lowest compared entry with this formula, charge and spin   0.000 eV



[2]
The following is a DFT calculation (ωB97M-V/def2-TZVPD) of a molecular structure, C42H50BN8O3P2Ti.

```
! wB97M-V def2-TZVPD RIJCOSX def2/J DEFGRID3
* xyz 2 2
H 0.9913 2.9407 -3.9223
C -3.1486 0.9979 2.6983
C -2.2495 -4.8653 2.7691
H 5.2709 -0.0283 0.0210
C -3.4272 -0.2402 2.2427
H -2.2191 1.5123 2.5742
H 5.6929 -1.9530 0.4150
C 2.1013 1.1156 2.9482
H -0.2993 -3.2243 0.2708
C 3.4181 2.0136 -3.0317
H -2.8523 -2.3394 -0.5136
H 3.4604 2.4131 -4.0561
C -1.7702 -3.1994 -5.3391
C 5.2042 -2.6763 -0.1381
O 0.2112 2.4313 0.6115
C -4.5250 3.1701 -2.8473
H 0.1537 -1.9042 2.8233
O -0.8320 -0.1104 1.2224
C 3.7548 -2.4878 -0.2328
C -3.4869 1.1608 -3.5348
H 6.0375 2.4227 -2.6882
H 3.4372 1.1515 4.6482
H 6.0572 0.7395 -3.2787
H 6.4099 1.2059 -1.5403
C -1.0306 -4.9774 3.4759
C -5.4955 -0.3233 3.3142
C 2.1883 1.8665 -2.4089
H 0.4705 3.0274 -2.1790
H -0.7026 -5.8514 3.9532
C 4.2671 0.9477 2.5859
N 2.2806 0.8906 1.6238
H -6.4116 -0.8460 3.5034
C -4.0617 2.9573 -1.5607
H -4.4401 3.6695 -0.8690
C 0.7839 1.2023 3.6801
N 2.3115 1.2622 -1.2730
C -0.8236 -1.3953 -4.0478
C -2.8556 -3.3685 -4.4618
H 0.5449 0.2212 4.1837
C 0.1902 -3.0548 -0.6393
C -0.2280 -3.8638 3.4498
H -4.7781 -1.9742 2.0849
C -0.5726 -2.6982 2.7570
H 0.1611 1.6187 -3.0625
C -4.3254 2.2043 -3.8563
N 3.6882 0.9399 -1.1698
H 0.2425 -3.9459 -1.2290
P -2.0688 -0.9882 1.3780
H -1.7351 -3.8131 -6.2089
H -3.8219 -1.0013 -0.4791
H -2.9693 -5.6657 2.8379
C 4.3630 1.4305 -2.1845
C -2.7890 -1.2509 -0.3682
C 5.8362 1.3683 -2.3913
H -1.7338 3.9724 0.7446
C 5.7355 0.8793 2.6850
H -3.9253 2.6140 4.0705
H 2.7987 -4.4116 -0.7660
H -1.5855 5.7120 1.1492
C -2.5968 -3.7016 2.1103
H 6.0117 0.2010 3.4526
H 6.0749 0.6129 1.7263
H 5.3489 -3.6465 0.4019
N 2.1229 3.6780 0.6761
C -2.9124 -2.6260 -3.3413
H -3.0901 0.4494 -4.2466
H 0.6541 5.4475 1.2938
C 0.9447 2.3850 -2.9618
N 3.6486 0.7728 1.3986
C -1.9372 -1.6148 -3.1308
O -0.5932 0.0113 -1.3155
C 1.5831 -2.5581 -0.4421
H -5.0711 4.1075 -2.9658
H -3.5257 -3.7006 1.5606
H 0.0536 1.3005 2.9796
H 6.1639 1.8196 2.9496
C -2.9992 0.9324 -2.2610
C 0.8236 3.5078 0.8407
N 3.2807 -1.2287 -0.0345
H -0.1182 -1.8869 -5.9699
C -1.7738 -2.5491 2.1172
H -0.1029 -0.6359 -3.8306
C -1.3267 4.7121 1.4112
P -1.9855 -0.4083 -1.7430
C -4.1192 1.6744 3.5050
N 0.1033 4.5902 1.2414
H -1.6498 4.6080 2.4541
B 4.0689 0.1212 0.0586
Ti 0.7909 0.5984 0.0762
N 1.9141 -1.2608 -0.1031
H -0.3464 -2.3544 -1.2935
C 2.7258 -3.3792 -0.5120
H 0.8254 2.0209 4.3876
C 3.3290 1.0914 3.5723
H -2.8705 1.8095 -0.1993
C -3.2839 1.8146 -1.2516
H -6.0799 1.4611 4.2453
H 5.7163 -2.6651 -1.0728
H -4.6564 2.3141 -4.8254
H 0.7637 -3.8560 3.9069
H -3.7163 -2.7717 -2.6729
H 2.6971 2.9774 0.2528
H 2.5237 4.5730 0.7552
H -3.5845 -4.1660 -4.6432
C -0.8508 -2.1577 -5.2370
C -4.5883 -0.9955 2.5258
C -5.2885 0.9699 3.7103
*
```

<S²>   0.7518
Kohn-Sham gap (alpha / beta)   8.58 / 8.90 eV



[3]
The following is a DFT calculation (ωB97M-V/def2-TZVPD) of a molecular structure, C42H50N5O3P2S2Y.

```
! wB97M-V def2-TZVPD RIJCOSX def2/J DEFGRID3
* xyz 0 1
C 3.3623 1.6503 -2.7367
C -7.8849 -2.2482 3.7270
C 5.7549 -1.8265 -2.7409
C 0.9513 -1.9934 0.4406
C -6.3831 -2.1315 1.8591
C -3.2645 2.6694 4.7462
H -2.1568 -2.3521 -4.3598
O 2.2590 -1.0066 -2.3454
H -4.1054 2.0194 5.0039
N 2.1583 1.7460 -2.3154
O -3.6577 -2.0098 1.0809
C 1.5315 -0.6446 -5.8226
H -2.0529 0.0345 -5.0885
N 0.4210 2.4691 -0.4056
C -2.2202 0.2945 2.2134
S 2.0874 -4.1320 1.4596
H -0.6167 0.4286 4.9642
C 4.1259 0.4319 -2.7926
H -3.7411 -1.0490 -3.0499
Y 1.0893 0.0055 -0.7070
H 0.5438 5.0958 2.4725
C -5.3563 -1.7144 2.7016
H 2.4622 -0.0921 -5.9555
H -8.4406 -2.6986 1.7033
C 5.5012 0.5231 -3.0655
H -3.4590 -0.3813 -1.4209
H -6.1703 -2.2416 0.8042
H -0.3008 3.9823 -1.7114
H -3.0166 0.5699 -2.8416
H 6.6952 0.1791 0.5918
H 3.8815 2.5496 -3.0997
N -1.4969 0.8883 3.1505
C 0.9500 3.0773 1.8743
C 0.4704 3.3215 0.5438
H -2.5655 -3.3501 -2.4108
H 1.7498 -1.5210 -5.2144
H 6.7873 -2.2571 1.1654
C -1.8961 -2.8592 -1.7022
S -1.9242 0.5008 0.5864
C -4.0381 -1.4183 2.0594
C 1.4964 1.8047 2.2499
N -3.3285 -0.4027 2.6906
C 1.4900 4.0168 4.0496
C -0.0706 -2.8684 0.9279
H -7.0418 -1.7675 5.6383
C 0.1542 2.9844 -1.7297
H -1.9882 1.9444 6.3319
C -1.9429 2.0973 5.2511
H 0.1616 4.3563 0.3408
C 5.8053 -0.4337 0.5810
C -6.8594 -1.8601 4.5758
C 2.0490 1.7171 3.5654
H -0.3035 1.0505 -7.2590
C 0.3811 -4.0298 1.4782
P -1.4020 -1.2131 -2.3511
H 5.9203 1.5019 -3.2782
H 2.1191 3.8274 -1.9756
H -0.3964 -2.3978 -4.1885
H 1.3611 3.2959 -3.4929
C 6.3182 -0.5784 -3.0371
H 0.9235 2.1412 -6.5832
C 3.5280 -0.8443 -2.5378
H -1.1377 2.8047 5.0493
H 4.4989 1.1558 -0.0313
H -2.3233 0.0028 4.8612
C 0.0043 1.5941 -6.3639
C -1.2746 -1.7466 -4.1374
H -0.1929 -4.8391 1.9046
H -3.2389 2.7935 3.6624
H -0.5049 2.2921 -2.2646
H 4.6767 -3.5592 1.1688
C 0.9630 4.1458 2.7895
C 5.8485 -1.7827 0.9087
C 2.1826 -2.5418 0.7065
O 1.4784 0.7836 1.4902
H 1.4915 4.8511 4.7384
H -3.7133 -0.0723 3.5602
H -0.7754 2.3108 -6.0998
C -1.1826 -0.6226 -5.1821
C 4.5825 0.1085 0.2384
C -1.5883 0.7635 4.5944
H -8.8693 -2.4511 4.1281
H 3.9708 -2.9239 -2.2918
C 4.6770 -2.5082 0.9139
C 1.5076 3.0431 -2.4377
H -4.8018 -1.3236 4.7519
H 1.1398 -0.9476 -6.7954
C 3.4691 -1.8773 0.5900
C 4.4072 -1.9584 -2.5182
H -1.1260 -2.6341 0.9008
C 2.0427 2.7817 4.4284
H 2.4703 2.6753 5.4188
H -0.7163 1.4296 2.8045
H 6.3931 -2.7012 -2.6963
H -3.4490 3.6463 5.1922
H -2.4113 -2.7297 -0.7536
N 3.4457 -0.5806 0.2289
C -5.5987 -1.5908 4.0667
H -1.1922 -1.0434 -6.1921
C -3.0730 -0.4416 -2.4368
H 7.3794 -0.4867 -3.2267
C -7.6447 -2.3885 2.3672
H -1.0121 -3.4763 -1.5466
P 0.3112 0.4300 -4.9474
H 2.4776 0.7633 3.8496
*
```

Kohn-Sham gap   7.26 eV
ΔE to the lowest compared entry with this formula, charge and spin   0.395 eV



[4]
The following is a DFT calculation (ωB97M-V/def2-TZVPD) of a molecular structure, C42H51B3N5O3OsPS5.

```
! wB97M-V def2-TZVPD RIJCOSX def2/J DEFGRID3
* xyz 0 1
S 1.2824 -0.2270 2.4148
H 2.5311 4.5606 -2.1397
H -4.5349 2.9721 -0.7404
C -2.1348 0.6398 4.1128
C -1.7250 -3.2658 2.2717
H -1.7313 -5.0884 -1.6385
H 3.2533 4.4683 -0.2577
C 2.8766 2.3744 0.1105
H 5.3646 0.1829 0.8738
H 1.5663 5.4460 0.4899
C -2.0546 -1.9250 -2.8456
H -2.9072 -5.5213 -3.8083
O -1.3997 -0.5476 1.7517
C -3.0519 0.0578 3.2871
C -2.7358 -0.8991 2.1414
Os -0.1920 0.1818 0.3367
C 4.9076 1.1328 0.6217
H -5.5079 -2.4766 -1.3680
H 3.5217 1.8076 2.6702
H 1.3352 -3.1719 2.0712
H -1.0198 3.2318 -2.4738
H 2.0428 0.9409 -2.7174
C -2.7262 1.3410 5.1956
C -2.7007 -2.1323 -4.0421
H -4.3568 1.7749 -2.3468
C 4.5986 -2.1412 1.7714
H 5.1151 -3.0196 1.4290
H 6.0729 -0.7268 2.6295
N -1.7650 1.2237 -0.3754
H -0.9764 -3.0689 1.5217
H 0.3822 -3.1673 -4.0545
O -1.0719 -2.4721 -0.9037
H 0.5831 2.4292 2.5691
C 1.5812 -2.4905 -1.0433
C 5.0740 -1.0262 2.3666
P 1.0696 2.3537 -0.3390
C -1.7077 -2.9741 -2.0102
H -0.5134 1.5751 -2.8262
H -3.2646 3.4644 -2.2088
C 0.9888 -2.4787 -3.4698
H 2.1038 4.3907 1.8193
C 3.9990 1.0581 3.2993
N 3.9808 -0.2299 2.6293
H 5.0353 1.3361 3.4744
S -4.8233 0.3950 0.6750
H 2.0775 -5.5337 -0.1768
H 1.3196 -5.1812 -2.8130
C 1.2376 4.7827 1.2874
C 0.2783 3.6902 0.7962
N 3.2274 -2.0384 1.6749
C -1.9080 -4.5177 2.9218
H 5.6337 4.3730 0.0391
C 1.4799 -4.4719 -2.0206
H -6.3917 -0.0049 -1.1272
C -0.2140 2.6208 -2.8704
C 1.8467 -4.6396 -0.7275
C -3.7967 -0.9278 1.0603
N 1.9177 -3.4043 -0.1325
C 1.1264 2.8670 -2.1831
C -4.1069 -2.0115 0.2794
H -1.7320 3.8250 -0.1209
B 2.3142 -3.2641 1.3992
H 1.4925 4.4699 -3.5353
H 2.0815 2.1794 -3.9641
C 1.5201 4.3262 -2.4515
H 3.2010 2.2709 -2.6000
C 5.6823 2.2652 0.4557
S -3.6590 -2.9429 3.8999
N 1.3340 -3.1213 -2.2117
H -3.2675 -5.2824 4.4682
H -1.2957 -5.3898 2.7383
C -5.6158 -0.4799 -0.5479
H -0.6377 3.7036 2.7341
H -2.9789 -1.3051 -4.6807
H -1.2855 5.1212 0.9564
S 1.6726 -0.7664 -0.8647
H 0.4159 -1.5765 -3.2716
H -0.0932 2.8914 -3.9233
C -5.1379 -1.7520 -0.6560
C -1.9942 -4.2847 -2.3133
C -2.5974 -2.3157 2.6983
H -1.0693 0.5358 3.9704
H 0.8334 5.0494 -2.0199
C -2.9249 -4.4879 3.8243
H -4.7851 1.7022 5.8773
H 1.8913 -2.2092 -4.0174
C 5.0544 3.4650 0.1490
H 2.9610 -4.2572 1.6256
H 6.7575 2.2233 0.5739
H -3.6206 -2.9684 0.3971
C 3.6810 3.5153 -0.0225
O -1.6529 -0.7445 -2.2792
C -4.0849 1.2581 5.1878
H -3.5059 -3.6698 -5.2968
B -3.8027 2.5585 -1.6099
C 2.8594 -0.8592 2.2140
H -2.1645 1.8791 5.9462
C -2.9930 -3.4566 -4.3681
C -0.9059 4.4507 0.1804
S -4.6512 0.3483 3.8595
C -0.2188 2.9594 2.0517
C 2.1834 2.0036 -2.8893
H -1.0187 2.2501 1.8336
C -2.6480 1.7630 -0.8889
C 3.5280 1.1962 0.4672
H 0.6714 5.3978 1.9910
H 3.4665 0.9973 4.2464
H -0.6225 5.0716 -0.6648
B -1.0486 -1.0817 -1.0622
H 2.9578 0.2977 0.6339
C -2.6518 -4.5089 -3.5237
*
```

Kohn-Sham gap (alpha / beta)   7.12 / 7.12 eV
ΔE to the lowest compared entry with this formula, charge and spin   1.043 eV